Below is C28H36N6P2Ru as an isolated structure, with properties calculated with wB97M-V/def2-TZVPD.

Summary:
Total charge: +2
Largest force on an atom in eV/A: 0.18
Energy in eV: -59706.6733
E_LUMO (alpha / beta) in eV: -8.473 / -8.474

Structure (XYZ):
```
73
Properties=species:S:1:pos:R:3:lowdin_charge:R:1
Ru 0.2980 -0.2360 -0.0816 0.966
C -1.8777 2.0290 0.7316 -0.049
N -0.4404 1.6802 0.9259 -0.230
C 0.3230 2.9078 0.5552 -0.035
C -0.2712 1.4179 2.3636 -0.178
C -0.6627 2.3189 3.3402 0.007
C -0.6045 1.9574 4.6788 -0.010
C -0.1731 0.6892 5.0542 -0.027
C 0.2839 -0.1910 4.0950 -0.008
C 0.2767 0.1971 2.7523 -0.200
N 0.8098 -0.5734 1.7101 -0.024
C 1.9978 -1.2712 1.8675 -0.203
C 2.9023 -1.1015 2.9292 0.032
C 4.1354 -1.7147 2.8752 -0.020
C 4.4863 -2.4835 1.7707 0.004
C 3.6145 -2.6320 0.6961 0.015
C 2.3842 -2.0161 0.7386 -0.214
N 1.3724 -2.1377 -0.3093 -0.275
C 1.9766 -2.3563 -1.6439 -0.060
C 0.5892 -3.3614 0.0432 -0.041
H -2.1228 2.9333 1.2878 0.102
H -2.0630 2.2146 -0.3204 0.081
H -2.5063 1.2240 1.0934 0.069
H -0.0011 3.7504 1.1655 0.104
H 1.3867 2.7622 0.7040 0.071
H 0.1091 3.1431 -0.4824 0.075
H -1.0329 3.3004 3.0792 0.124
H -0.9228 2.6644 5.4326 0.128
H -0.1843 0.3969 6.0948 0.127
H 0.6211 -1.1811 4.3698 0.130
H 2.6699 -0.4432 3.7512 0.120
H 4.8419 -1.5698 3.6802 0.129
H 5.4588 -2.9555 1.7311 0.131
H 3.9266 -3.2142 -0.1580 0.124
H 2.5178 -3.3019 -1.6824 0.101
H 1.1713 -2.4031 -2.3700 0.062
H 2.6471 -1.5332 -1.8777 0.096
H 1.2734 -4.1981 0.1906 0.115
H 0.0287 -3.1930 0.9610 0.094
H -0.0793 -3.6026 -0.7726 0.058
C -3.0286 -1.4178 0.8993 -0.218
P -1.9231 -1.0829 -0.5122 0.843
C -2.1739 -2.6262 -1.4631 -0.221
C -2.7380 0.1346 -1.5874 -0.419
C -4.1146 0.3212 -1.5918 -0.063
C -4.6783 1.2758 -2.4284 -0.029
C -3.8724 2.0314 -3.2684 -0.030
C -2.4986 1.8294 -3.2871 -0.054
C -1.9236 0.8844 -2.4445 -0.399
P -0.1521 0.4969 -2.3978 0.853
C 0.7826 1.9377 -2.9776 -0.219
C 0.0608 -0.5970 -3.8419 -0.219
H -3.8810 -2.0060 0.5573 0.063
H -3.3991 -0.5164 1.3792 0.043
H -2.4813 -2.0051 1.6376 0.053
H -3.1559 -2.5569 -1.9324 0.071
H -2.1728 -3.4911 -0.8017 0.057
H -1.4290 -2.7644 -2.2438 0.031
H -4.7565 -0.2568 -0.9380 0.115
H -5.7485 1.4323 -2.4211 0.124
H -4.3145 2.7784 -3.9135 0.124
H -1.8856 2.4214 -3.9549 0.112
H 0.3711 2.2899 -3.9234 0.060
H 1.8093 1.6152 -3.1564 0.060
H 0.8058 2.7565 -2.2662 0.035
H -0.2917 -0.0606 -4.7242 0.069
H -0.5184 -1.5135 -3.7514 0.037
H 1.1132 -0.8388 -3.9849 0.053
N 2.0973 0.5862 -0.4189 0.005
C 2.9823 1.3445 -0.5962 -0.330
N 3.9660 2.0951 -0.7958 0.119
C 3.9862 3.2802 -0.1735 -0.357
N 4.0021 4.3062 0.3527 0.143
```